Entry from OMol25: 2 unconnected molecules or ions with the total composition C19H27BN4O4S at a distorted geometry (ωB97M-V/def2-TZVPD).

SMILES = CCB(O)c1cc2nsnc2c(CCCCNC(C)=O)c1COO.c1cc[nH]c1
HOMO-LUMO gap = 6.8 eV
Spin multiplicity = 1
HOMO level = -8.19 eV
Molar mass = 418.33 g/mol

Atoms and positions in Å:
C -0.485 -3.944 1.530
C -1.331 -4.594 0.321
B -2.901 -4.082 0.282
O -3.983 -4.975 -0.026
C -3.100 -2.473 0.578
C -3.741 -2.087 1.953
C -3.964 -0.565 2.373
N -4.550 -0.083 3.600
S -4.491 1.628 3.413
N -3.754 1.899 1.872
C -3.507 0.554 1.360
C -2.860 0.142 -0.008
C -2.361 1.295 -1.001
C -1.005 2.003 -0.489
C 0.118 0.985 0.054
C 1.544 1.160 -0.720
N 2.720 0.825 0.143
C 3.078 -0.597 0.102
C 3.124 -1.521 -1.202
O 3.428 -1.134 1.210
C -2.630 -1.346 -0.457
C -1.973 -1.751 -1.862
O -0.507 -1.819 -1.824
O -0.090 -1.480 -3.074
H -0.774 -4.328 2.572
H -0.474 -2.790 1.500
H 0.615 -4.266 1.373
H -1.242 -5.739 0.379
H -0.789 -4.292 -0.661
H -3.645 -5.908 -0.002
H -4.060 -2.875 2.731
H -2.178 0.941 -2.075
H -3.206 2.086 -1.067
H -0.541 2.600 -1.368
H -1.300 2.752 0.332
H 0.220 1.172 1.195
H -0.152 -0.125 -0.052
H 1.489 0.587 -1.706
H 1.633 2.289 -0.977
H 2.377 0.974 1.118
H 2.089 -1.642 -1.696
H 3.910 -1.073 -1.918
H 3.489 -2.564 -0.915
H -2.263 -1.023 -2.716
H -2.325 -2.793 -2.238
H -0.197 -2.285 -3.651
C 3.779 4.052 0.804
C 4.759 4.144 -0.215
C 4.750 5.437 -0.677
N 3.798 6.129 0.023
C 3.205 5.294 0.932
H 3.524 3.176 1.381
H 5.400 3.351 -0.571
H 5.337 5.924 -1.442
H 3.570 7.101 -0.109
H 2.426 5.653 1.588

***

Entry from OMol25: a molecular structure, C29H24N13OS4Sr (ωB97M-V/def2-TZVPD).

HOMO-LUMO gap = 6.8 eV
Spin multiplicity = 1
ΔE to the lowest compared entry with this formula, charge and spin = 0.0 kcal/mol
HOMO level = -9.78 eV
Molar mass = 786.49 g/mol
Charge = +1

Atoms and positions in Å:
Sr -0.163 -0.848 -1.094
S 4.861 -0.602 5.346
N 3.258 -0.754 5.289
C 2.923 -0.726 4.009
C 1.574 -0.848 3.483
C 0.470 -1.059 4.312
C -0.771 -1.207 3.743
C -0.872 -1.113 2.357
N 0.159 -0.881 1.553
C 1.386 -0.775 2.101
C 2.542 -0.609 1.193
N 2.308 -0.578 -0.133
C 3.335 -0.451 -0.961
C 4.657 -0.350 -0.534
C 4.909 -0.382 0.816
C 3.840 -0.516 1.703
C 4.027 -0.565 3.142
N 5.186 -0.474 3.774
H 0.617 -1.115 5.383
H -1.660 -1.388 4.330
H -1.840 -1.226 1.889
H 3.090 -0.432 -2.018
H 5.455 -0.250 -1.256
H 5.914 -0.309 1.210
C 1.773 0.251 -5.363
C 0.755 0.396 -4.269
O 0.774 -0.350 -3.281
N -0.149 1.373 -4.412
C -1.231 1.648 -3.467
C -0.778 2.494 -2.300
C -0.926 3.873 -2.307
C -0.455 4.609 -1.232
C 0.156 3.943 -0.183
C 0.249 2.565 -0.252
N -0.211 1.845 -1.276
H 1.995 -0.805 -5.495
H 2.691 0.757 -5.057
H 1.442 0.677 -6.308
H -0.102 1.927 -5.251
H -1.649 0.700 -3.122
H -2.017 2.162 -4.016
H -1.409 4.360 -3.143
H -0.564 5.685 -1.214
H 0.545 4.474 0.674
H 0.709 2.004 0.558
N 2.545 -5.989 -1.067
N 1.419 -5.176 -1.082
N 0.207 -5.665 -1.198
C -0.526 -4.568 -1.066
N 0.236 -3.483 -0.873
N 1.492 -3.901 -0.880
H 2.275 -6.866 -1.500
H 3.265 -5.535 -1.620
H -1.600 -4.550 -1.125
S -5.088 -1.564 2.411
C -4.293 -1.282 0.995
S -4.209 -2.416 -0.326
C -3.132 -1.360 -1.208
N -2.883 -0.244 -0.580
N -3.608 -0.177 0.608
C -3.643 1.078 1.287
C -2.460 1.757 1.528
C -2.494 2.990 2.163
C -3.705 3.531 2.566
C -4.885 2.839 2.321
C -4.860 1.614 1.676
S -2.420 -1.828 -2.696
H -1.522 1.323 1.211
H -1.569 3.523 2.349
H -3.731 4.488 3.071
H -5.834 3.257 2.629
H -5.776 1.072 1.484

***

Entry from OMol25: a molecular structure, C9H15Cl2MnO3PYb at a distorted geometry (ωB97M-V/def2-TZVPD).

HOMO-LUMO gap (spin up / spin down) = 6.3 / 5.5 eV
Spin multiplicity = 6
HOMO level (spin up / spin down) = -23.57 / -23.66 eV
Molar mass = 501.07 g/mol
Charge = +4

Atoms and positions in Å:
Yb -4.030 -2.011 -1.057
Mn -1.590 0.676 -0.111
Cl -2.139 -0.819 -2.242
Cl -2.880 -0.542 1.317
C -1.525 2.414 0.547
C -5.299 -1.469 -3.028
C -6.132 -0.740 -0.795
O -1.659 3.336 1.257
O -5.931 -1.035 -3.885
O -7.093 -0.113 -0.887
C 1.889 1.710 -1.709
C 1.735 0.289 -1.191
P 0.603 0.096 0.234
C 0.583 -1.658 0.702
C 1.956 -2.271 0.994
C 1.228 1.099 1.625
C 2.701 0.928 1.955
H 0.988 2.047 -2.234
H 2.715 1.737 -2.428
H 2.109 2.434 -0.917
H 1.319 -0.359 -1.979
H 2.700 -0.144 -0.893
H -0.088 -1.755 1.574
H 0.090 -2.192 -0.127
H 2.367 -1.922 1.949
H 1.865 -3.362 1.063
H 2.683 -2.058 0.202
H 0.996 2.151 1.401
H 0.597 0.829 2.488
H 3.349 1.081 1.087
H 2.977 1.677 2.703
H 2.917 -0.053 2.387

***

Entry from OMol25: a single C5H11N molecule (ωB97M-V/def2-TZVPD).

HOMO-LUMO gap = 8.5 eV
Spin multiplicity = 1
ΔE to the lowest compared entry with this formula, charge and spin = 88.5 kcal/mol
HOMO level = -8.36 eV
Molar mass = 85.15 g/mol

Atoms and positions in Å:
C 2.524 -0.406 0.869
C 1.697 -0.284 -0.417
C 0.254 -0.525 -0.162
C -0.585 0.555 -0.712
N -2.013 0.313 -0.853
C -2.670 0.103 0.430
H 2.271 0.404 1.561
H 2.316 -1.355 1.370
H 3.594 -0.338 0.651
H 1.950 0.648 -0.958
H 1.971 -1.122 -1.082
H -2.119 -0.531 -1.408
H -0.189 1.007 -1.640
H -0.428 1.344 0.057
H -3.681 -0.278 0.258
H -2.761 1.064 0.952
H -2.130 -0.599 1.084

***

Entry from OMol25: 2 unconnected molecules or ions with the total composition CH2IOP at a distorted geometry (ωB97M-V/def2-TZVPD).

HOMO-LUMO gap = 8.7 eV
Spin multiplicity = 1
ΔE to the lowest compared entry with this formula, charge and spin = 39.3 kcal/mol
HOMO level = -9.57 eV
Molar mass = 187.90 g/mol

Atoms and positions in Å:
C -0.366 0.127 -0.168
O 2.016 -0.734 0.340
P 0.710 -1.018 0.794
I -2.406 -0.344 -0.395
H 0.100 0.479 -1.085
H -0.054 1.491 0.515

***

Entry from OMol25: a single C3H3N3O molecule (ωB97M-V/def2-TZVPD).

SMILES = O=C[C@H]1N=CN=N1
HOMO-LUMO gap = 9.9 eV
Spin multiplicity = 1
ΔE to the lowest compared entry with this formula, charge and spin = 51.8 kcal/mol
HOMO level = -10.58 eV
Molar mass = 97.08 g/mol

Atoms and positions in Å:
O 2.527 0.456 -0.648
C 1.472 -0.065 -0.437
C 0.178 0.707 -0.079
N -0.895 0.112 -0.819
C -1.517 -0.563 0.064
N -0.996 -0.418 1.402
N -0.026 0.367 1.334
H 1.310 -1.162 -0.458
H 0.314 1.779 -0.240
H -2.366 -1.213 -0.118

***

> Look up the spin multiplicity of the second one.

1

***

> Which formula does entry 5 have?

CH2IOP